Model A:
Density functional theory data (ωB97M-V/def2-TZVPD) for the molecule C6H6.

```
! wB97M-V def2-TZVPD RIJCOSX def2/J DEFGRID3
* xyz 0 1
C 0.2764 0.8761 -0.1324
C 1.5770 0.3047 -0.1546
C -0.9206 0.2246 -0.1325
C -1.4527 -1.0711 -0.1820
C 1.7916 -0.9795 0.0738
C -2.3418 0.0305 0.1192
H 0.3679 2.0074 -0.1586
H 2.3331 0.9670 -0.4377
H 2.9312 -1.3948 0.1839
H 0.9743 -1.6524 0.2506
H -2.3776 0.2341 1.2073
H -3.1587 0.4533 -0.6370
*
```

Calculated values
LUMO energy (alpha / beta) in eV: -1.3 / -1.3
HOMO level (alpha / beta) in eV: -8.5 / -8.5

---

Model B:
Density functional theory data (ωB97M-V/def2-TZVPD) for the molecule C6H6.

```
! wB97M-V def2-TZVPD RIJCOSX def2/J DEFGRID3
* xyz 0 1
C -2.6201 0.6928 0.3534
C -1.2995 0.2474 -0.0791
C -0.1893 -0.1121 -0.3964
C 1.0470 -0.5948 -0.8942
C 2.2522 -0.5242 -0.2568
C 2.3046 0.0620 1.0514
H -2.5557 1.6634 0.8544
H -3.3082 0.7796 -0.4930
H -3.0421 -0.0246 1.0649
H 0.9891 -1.0847 -1.8684
H 3.1014 -0.9639 -0.7902
H 3.3207 -0.1409 1.4540
*
```

Calculated values
LUMO energy (alpha / beta) in eV: -1.1 / -1.1
HOMO level (alpha / beta) in eV: -8.3 / -8.1

---

Which is the most stable structure? model B is the most stable.

---

Model A:
Density functional theory data (ωB97M-V/def2-TZVPD) for a cluster of 3 separate species, C3H9O4 in total.

```
! wB97M-V def2-TZVPD RIJCOSX def2/J DEFGRID3
* xyz -1 1
O -0.0066 -1.2629 0.7336
C -0.2768 -0.0552 0.5781
O 0.4814 0.8431 0.1113
C -1.7272 0.4095 0.7841
C -1.8664 1.3895 1.9206
H -2.0220 0.8119 -0.1907
H -2.4090 -0.4401 0.8804
H -1.4754 1.0054 2.8730
H -1.3589 2.3396 1.7704
H -2.8824 1.6300 2.2666
H 0.9270 -1.8264 -1.3484
H 1.6936 -2.6673 -0.2983
O 1.4841 -2.5989 -1.2300
H 1.4383 0.9592 -1.3296
H 1.9672 1.9899 -2.1005
O 1.5064 1.1602 -2.3125
*
```

Calculated values
LUMO energy in eV: 4.0
HOMO level in eV: -4.7

---

Model B:
Density functional theory data (ωB97M-V/def2-TZVPD) for a cluster of 3 separate species, C3H9O4 in total.

```
! wB97M-V def2-TZVPD RIJCOSX def2/J DEFGRID3
* xyz -1 1
O 1.3280 0.4063 -0.9833
C 0.2623 0.0357 -0.4277
O 0.1704 -0.7862 0.5399
C -1.0768 0.4994 -1.0108
C -1.8063 -0.5870 -1.7635
H -1.8403 0.8684 -0.3269
H -0.7432 1.2890 -1.7044
H -1.1964 -1.0001 -2.5817
H -1.9803 -1.4564 -1.1100
H -2.8055 -0.2352 -2.0399
H 2.5675 0.3654 0.9130
H 2.4508 1.7643 0.4912
O 2.8766 1.2486 1.1921
H 0.8783 -0.4734 2.2917
H 0.3849 -1.4332 3.3068
O 0.5299 -0.5055 3.2135
*
```

Calculated values
LUMO energy in eV: 4.0
HOMO level in eV: -4.8

---

Which is the most stable structure? model B is the most stable.

---

Model A:
Density functional theory data (ωB97M-V/def2-TZVPD) for the molecule C11H14N2.

```
! wB97M-V def2-TZVPD RIJCOSX def2/J DEFGRID3
* xyz 0 1
C 3.0214 2.9311 -0.9619
C 1.8563 1.9756 -0.8822
C 0.6249 2.4244 -0.2334
C -0.3632 1.6166 0.1976
C -0.2022 0.1645 0.0717
N -1.2545 -0.5882 0.3007
C -1.1618 -2.0327 0.4828
C -2.6647 -2.5164 0.4802
C -3.2218 -2.2194 1.7665
N -3.6332 -2.0628 2.8086
C 0.9280 -0.2570 -0.6076
C 1.8738 0.6021 -1.1453
C 3.0917 -0.0432 -1.7781
H 3.5949 3.0603 -1.9616
H 2.5885 3.9347 -0.5607
H 3.8673 2.6467 -0.2422
H 0.3271 3.4813 -0.0321
H -1.2121 1.8187 0.8415
H -1.8349 -0.4168 1.0660
H -0.6725 -2.2933 -0.3945
H -0.6541 -2.1479 1.4168
H -3.0958 -1.9171 -0.2839
H -2.6425 -3.5931 0.1563
H 1.0909 -1.3063 -0.5755
H 3.7637 -0.1324 -0.8623
H 3.5484 0.5673 -2.5955
H 2.8512 -1.0184 -2.0811
*
```

Calculated values
SMILES string: Cc1ccc(NCCC#N)cc1C
LUMO energy in eV: 0.7
HOMO level in eV: -7.6

---

Model B:
Density functional theory data (ωB97M-V/def2-TZVPD) for a cluster of 2 separate species, C11H14N2 in total.

```
! wB97M-V def2-TZVPD RIJCOSX def2/J DEFGRID3
* xyz 0 1
C 2.9982 2.6383 -0.8054
C 1.6868 2.0484 -1.1826
C 1.2956 0.7165 -1.5713
N -0.0883 0.7188 -1.7726
C -0.4782 2.0972 -1.6378
N 0.5082 2.7782 -1.0971
H 3.0353 3.6989 -1.0010
H 3.8691 2.2323 -1.3574
H 3.2451 2.5599 0.3195
H 1.9254 -0.1409 -1.6761
H -0.6003 -0.1097 -1.8227
H -1.6241 2.4659 -1.7962
C -0.5727 0.0054 2.5936
C -0.9365 -0.9849 1.4701
C -2.2985 -1.1101 0.9633
C -2.4813 -1.9563 -0.1407
C -1.4474 -2.8325 -0.5089
C -0.2252 -2.7302 0.1062
C 0.0134 -1.8164 1.1316
H -1.2281 -0.0190 3.4470
H -0.4863 1.0821 2.3534
H 0.4063 -0.1314 3.0625
H -2.9326 -0.4058 1.4744
H -3.4362 -1.8967 -0.7690
H -1.6887 -3.6464 -1.1097
H 0.4729 -3.3501 -0.1638
H 1.0679 -1.9115 1.4907
*
```

Calculated values
SMILES string: Cc1c[nH]cn1.Cc1ccccc1
LUMO energy in eV: 0.9
HOMO level in eV: -8.1

---

Which is the most stable structure? model B is the most stable.

---

Model A:
Density functional theory data (ωB97M-V/def2-TZVPD) for a structure of composition C3H8O2S.

```
! wB97M-V def2-TZVPD RIJCOSX def2/J DEFGRID3
* xyz -2 1
C -0.1711 -0.6020 -0.8946
O 0.6319 -0.3443 -2.0148
C 0.0496 0.4355 0.2037
C -0.8982 0.2865 1.4209
S -0.5011 1.3726 2.8592
H -1.2341 -0.5234 -1.2138
H 0.0445 -1.6257 -0.5286
H -0.0039 1.4730 -0.1212
H 1.0299 0.2848 0.6742
H -0.8735 -0.7537 1.7573
H -1.9285 0.5034 1.1050
H 0.7498 -1.2606 -2.8432
H 1.8164 -2.4548 -3.2786
O 1.0265 -2.0378 -3.6876
*
```

Calculated values
LUMO energy in eV: 6.1
HOMO level in eV: 0.4

---

Model B:
Density functional theory data (ωB97M-V/def2-TZVPD) for a cluster of 2 separate species, C3H8O2S in total.

```
! wB97M-V def2-TZVPD RIJCOSX def2/J DEFGRID3
* xyz -2 1
C -0.4456 1.0060 0.6460
O 0.1126 0.5313 2.0122
C -0.2842 -0.1292 -0.4214
C 0.0128 0.5480 -1.7183
S 0.3625 -0.5773 -3.1622
H -1.4365 1.4482 0.8428
H 0.2913 1.8100 0.4553
H -1.2591 -0.6194 -0.4477
H 0.5900 -0.7431 -0.0398
H 0.6760 1.4168 -1.4863
H -1.0165 1.0651 -1.9319
H 0.0091 0.6040 2.9914
H 0.1090 -0.6645 3.9887
O -0.0452 -0.9849 4.8859
*
```

Calculated values
LUMO energy in eV: 5.8
HOMO level in eV: -0.1

---

Which is the most stable structure? model A is the most stable.

---

Model A:
Density functional theory data (ωB97M-V/def2-TZVPD) for a cluster of 2 separate species, C4H6OS in total.

```
! wB97M-V def2-TZVPD RIJCOSX def2/J DEFGRID3
* xyz 0 1
C 1.9392 0.3255 -0.4444
C 1.5163 -0.2509 0.6961
C -0.9673 0.3733 0.0332
C -1.9937 -0.5016 -0.2202
O 0.4013 -0.8892 0.8192
S -0.4857 1.8649 0.1181
H 2.9468 0.8114 -0.4408
H 1.2917 0.4459 -1.3691
H 2.1214 -0.0161 1.7107
H -2.4743 -0.8265 0.7764
H -1.6544 -1.4849 -0.7670
H -2.6414 0.1483 -0.9120
*
```

Calculated values
LUMO energy in eV: -0.8
HOMO level in eV: -8.1

---

Model B:
Density functional theory data (ωB97M-V/def2-TZVPD) for the molecule C4H6OS.

```
! wB97M-V def2-TZVPD RIJCOSX def2/J DEFGRID3
* xyz 0 1
C -1.1684 1.6955 0.1385
C -0.5291 0.5446 -0.3049
C -1.3674 -0.7451 -0.5203
O -2.5708 -0.7633 -0.2897
S 1.2797 0.5108 -0.7570
C 1.9294 -0.7857 0.3249
H -2.3030 1.8924 0.2179
H -0.5574 2.5895 0.2939
H -0.8961 -1.8636 -0.5695
H 1.0806 -1.5077 0.2082
H 2.8899 -1.2051 -0.1140
H 2.2126 -0.3623 1.3721
*
```

Calculated values
SMILES string: C=C(C=O)SC
LUMO energy in eV: -0.2
HOMO level in eV: -9.0

---

Which is the most stable structure? model B is the most stable.

---

Model A:
Density functional theory data (ωB97M-V/def2-TZVPD) for the molecule C4H6OS.

```
! wB97M-V def2-TZVPD RIJCOSX def2/J DEFGRID3
* xyz 0 1
C 0.1917 1.1809 -0.4097
C -0.2253 -0.0947 0.3980
C 1.1285 -0.7817 0.4068
O 1.7280 -1.6344 -0.3033
C -1.3353 -0.8958 -0.3797
S -2.8276 -0.6903 0.0286
H -0.4053 1.9587 -0.0805
H 0.4327 0.9342 -1.5074
H 1.0453 1.6375 -0.0338
H -0.3444 0.2934 1.3941
H 1.4648 -0.1760 1.3775
H -0.8530 -1.7318 -0.8907
*
```

Calculated values
SMILES string: C[C@H](C=O)C=S
LUMO energy in eV: -0.4
HOMO level in eV: -8.8

---

Model B:
Density functional theory data (ωB97M-V/def2-TZVPD) for the molecule C4H6OS.

```
! wB97M-V def2-TZVPD RIJCOSX def2/J DEFGRID3
* xyz 0 1
C 0.7726 0.7460 0.6924
C 0.6594 -0.7689 0.1947
C -0.6203 -0.8432 -0.5576
S -2.0951 -0.3738 0.3267
C -1.1568 0.7840 -0.5731
O -0.2239 1.5842 -0.0389
H 0.7939 0.8892 1.8918
H 1.8020 1.1946 0.4028
H 1.4938 -1.0236 -0.6062
H 0.7106 -1.5147 1.0730
H -0.7670 -1.6485 -1.2053
H -1.3690 0.9748 -1.6003
*
```

Calculated values
SMILES string: C1C[C@H]2S[C@H]2O1
LUMO energy in eV: 0.9
HOMO level in eV: -9.0

---

Model C:
Density functional theory data (ωB97M-V/def2-TZVPD) for the molecule C4H6OS.

```
! wB97M-V def2-TZVPD RIJCOSX def2/J DEFGRID3
* xyz 0 1
C -0.0635 -1.2877 -0.6895
O -0.9984 -1.1394 0.3495
C -1.0726 0.2738 0.5995
C -0.0432 0.8340 1.6194
C 0.0015 1.1323 0.0426
S 1.0572 0.1429 -0.9362
H -0.6091 -1.5246 -1.6941
H 0.6144 -2.2180 -0.5304
H -2.0465 0.7236 1.0878
H -0.3682 1.7154 2.1872
H 0.7413 0.3372 2.0272
H -0.1933 2.0818 -0.3255
*
```

Calculated values
SMILES string: C1O[C@H]2C[C@H]2S1
LUMO energy in eV: 0.9
HOMO level in eV: -8.5

---

Model D:
Density functional theory data (ωB97M-V/def2-TZVPD) for a cluster of 2 separate species, C4H6OS in total.

```
! wB97M-V def2-TZVPD RIJCOSX def2/J DEFGRID3
* xyz 0 1
C -1.9091 -0.2297 -0.0064
C -0.5354 0.2761 0.1668
C 0.5355 0.8520 -0.3400
C 0.5499 0.4817 1.1002
H -2.6370 0.4280 -0.5605
H -2.4361 -0.4565 0.9321
H -1.7790 -1.2225 -0.5243
H 1.0976 1.2475 -1.2371
H 1.1514 -0.2499 1.6962
H 0.3658 1.3184 1.7025
O 3.1898 -0.9295 -2.0115
S 2.4065 -1.5156 -0.9181
*
```

Calculated values
SMILES string: CC1=CC1.O=S
LUMO energy (alpha / beta) in eV: -1.3 / -1.3
HOMO level (alpha / beta) in eV: -8.9 / -8.5

---

Which is the most stable structure? model B is the most stable.

---

Model A:
Density functional theory data (ωB97M-V/def2-TZVPD) for a structure of composition C4H6OS.

```
! wB97M-V def2-TZVPD RIJCOSX def2/J DEFGRID3
* xyz 0 1
C -0.5582 0.7780 0.0385
C -1.8966 1.1294 -0.0591
C -0.1764 -0.6649 0.0906
C 1.3345 -0.4691 0.4356
O 2.2754 -1.0033 -0.3108
S 0.8791 1.7567 -0.0366
H -2.1677 2.2115 -0.2553
H -2.6824 0.3291 -0.0548
H -0.6906 -1.3650 0.8153
H -0.1734 -1.1869 -0.9762
H 1.6290 -0.5011 1.5246
H 2.2271 -1.0144 -1.2117
*
```

Calculated values
LUMO energy in eV: 0.2
HOMO level in eV: -7.9

---

Model B:
Density functional theory data (ωB97M-V/def2-TZVPD) for the molecule C4H6OS.

```
! wB97M-V def2-TZVPD RIJCOSX def2/J DEFGRID3
* xyz 0 1
O 1.8627 -0.2091 -1.0707
C 1.6519 0.1675 0.0422
C 0.4022 -0.0609 0.8073
C -0.7122 -0.8042 -0.0282
C -1.1805 0.4622 -0.7055
S -0.5715 1.5255 0.7237
H 2.4331 0.7135 0.6672
H 0.8013 -0.3554 1.8725
H -0.3737 -1.5845 -0.6273
H -1.5262 -1.2663 0.7510
H -0.5600 0.7277 -1.5582
H -2.2269 0.6840 -0.8739
*
```

Calculated values
SMILES string: O=C[C@@H]1CCS1
LUMO energy in eV: 0.6
HOMO level in eV: -8.9

---

Model C:
Density functional theory data (ωB97M-V/def2-TZVPD) for the molecule C4H6OS.

```
! wB97M-V def2-TZVPD RIJCOSX def2/J DEFGRID3
* xyz 0 1
S -0.5292 1.9840 0.6181
C -0.8622 0.3136 1.0041
O -0.7741 -0.6580 0.1540
C 0.2846 -0.6369 -0.8501
C 1.6881 -1.0770 -0.4599
C 0.7625 -1.9237 -1.1673
H -1.3317 0.0390 1.9670
H 0.0981 0.3215 -1.3336
H 2.5809 -0.4505 -0.7935
H 1.7136 -1.3924 0.6582
H -0.1289 -2.6137 -0.5754
H 0.4900 -2.4399 -2.2045
*
```

Calculated values
SMILES string: S=COC1CC1
LUMO energy in eV: 0.1
HOMO level in eV: -8.7

---

Which is the most stable structure? model B is the most stable.